Entry 1:
ORCA calculation (ωB97M-V/def2-TZVPD) on a 2-piece molecular cluster, C7H15NO2P overall.

Computed properties:
- calculated total energy (eV) = -22367.842
- total charge = +1
- highest occupied orbital energy (eV) = -13.8
- ΔE to the lowest compared entry with this formula, charge and spin (eV) = 2.644
- frontier orbital gap (Ha) = 0.3075

Atoms and positions in Å:
H  2.77  -1.02  2.30
C  0.72  -0.19  -1.59
C  0.33  2.36  -2.53
H  1.22  2.75  -3.03
C  -0.12  -0.23  1.11
H  -1.64  1.40  0.03
O  0.12  -1.38  1.68
P  0.14  0.60  -3.02
H  -0.51  2.95  -2.89
H  0.96  -1.24  -1.69
H  -3.08  -0.48  -1.72
H  0.45  2.50  -1.46
H  -1.91  0.61  -2.49
H  -1.11  -1.44  -0.48
H  1.37  0.36  -0.93
H  0.64  -0.40  3.43
H  2.30  -2.73  2.34
C  2.21  -1.78  2.85
H  0.20  -2.13  3.55
N  -1.79  0.51  -0.43
O  0.12  0.88  1.51
C  -0.88  -0.43  -0.19
C  -2.59  0.49  -1.59
H  -3.32  1.29  -1.59
C  0.75  -1.39  2.98
H  2.64  -1.87  3.85

Here are the natural (NBO) charges for atoms 1 to 6, given in e:
1. H 0.22
2. C -0.90
3. C -1.00
4. H 0.28
5. C 0.74
6. H 0.44

=====

Entry 2:
ORCA calculation (ωB97M-V/def2-TZVPD) on a 16-piece molecular cluster, H32O16 overall.

Computed properties:
- calculated total energy (eV) = -33278.167
- total charge = 0
- highest occupied orbital energy (eV) = -10.2
- ΔE to the lowest compared entry with this formula, charge and spin (eV) = 6.767
- frontier orbital gap (Ha) = 0.3565

Atoms and positions in Å:
O  3.03  2.43  3.64
H  2.99  0.03  -5.29
H  -2.85  -0.84  -0.92
H  -0.24  -4.61  1.73
O  -3.58  -0.22  -1.00
O  -0.52  0.71  -0.17
H  0.83  -3.10  -3.33
H  -0.32  2.81  3.60
O  0.42  3.40  -2.01
H  0.54  4.35  -1.84
H  0.80  -0.10  -5.13
H  2.17  2.40  3.18
H  1.77  -3.24  2.01
H  -0.58  -5.59  0.47
O  -1.97  1.22  -2.24
O  -0.92  -5.14  1.23
H  2.26  5.18  1.11
H  1.10  3.21  -2.65
H  2.68  -1.07  0.84
O  0.54  2.38  3.59
O  1.14  -2.39  -3.89
H  1.99  -1.32  -0.45
O  0.90  -3.73  2.30
H  2.50  -1.40  -5.27
H  -2.90  -1.90  4.50
H  2.16  4.27  -0.16
H  0.39  -2.07  -4.41
H  1.25  -4.27  3.03
H  -1.40  1.50  -1.46
H  3.36  1.56  3.30
H  -3.87  -0.90  4.86
H  -2.23  -4.01  2.18
O  -2.42  -3.11  2.52
H  -2.32  3.25  1.88
H  -0.72  0.02  -0.87
H  -3.17  -2.63  2.06
O  -3.16  -1.37  5.31
O  -0.15  0.02  -4.78
H  -0.89  3.62  1.27
H  -0.71  0.27  -5.51
H  -1.19  0.96  -2.72
O  2.30  -0.53  -5.71
O  1.73  4.96  0.33
H  0.31  1.03  -0.49
O  2.77  -1.64  0.02
H  0.66  1.92  4.44
O  -1.40  3.04  1.84
H  -3.11  0.63  -0.96

Here are the natural (NBO) charges for atoms 1 to 6, given in e:
1. O -0.96
2. H 0.48
3. H 0.45
4. H 0.50
5. O -0.94
6. O -0.91

=====

Entry 3:
ORCA calculation (ωB97M-V/def2-TZVPD) on an isolated molecule of C19H20N2O5S2.

Computed properties:
- SMILES = COc1ccc2c(CC(=O)N3CCN(S(=O)(=O)c4cccs4)CC3)coc2c1
- calculated total energy (eV) = -54915.238
- total charge = 0
- highest occupied orbital energy (eV) = -8.3
- ΔE to the lowest compared entry with this formula, charge and spin (eV) = 0.218
- frontier orbital gap (Ha) = 0.3224

Atoms and positions in Å:
H  4.16  2.54  0.80
O  0.50  -4.09  -0.43
C  4.03  3.19  -0.06
C  2.52  -1.33  1.21
C  3.49  -0.47  0.65
C  1.36  2.80  0.74
C  -2.79  -0.79  1.02
O  -0.63  2.84  2.17
H  3.75  4.19  0.28
C  -3.40  0.70  -0.91
C  -0.91  2.25  0.01
H  -1.14  1.68  -2.06
H  -3.37  -1.66  1.34
O  0.41  -3.36  1.94
C  -0.45  1.98  -1.28
H  2.43  -1.56  2.25
H  -4.26  1.71  0.81
S  0.40  -3.04  0.54
H  -3.03  0.06  1.66
H  4.24  0.04  1.22
C  1.71  -1.88  0.26
H  -0.75  -1.08  -1.52
S  2.10  -1.35  -1.32
C  1.79  2.54  -0.55
N  -1.01  -2.22  0.24
H  1.29  1.93  -2.52
C  -1.94  2.59  1.95
C  0.89  2.12  -1.54
C  -1.30  -1.13  1.13
H  2.02  3.11  1.54
C  -3.51  1.89  0.04
H  -3.10  -1.33  -2.25
C  -1.33  -1.94  -1.14
O  3.08  2.67  -0.96
H  3.98  0.20  -1.38
C  0.01  2.64  0.99
O  -3.57  0.83  -2.10
C  3.38  -0.38  -0.71
H  -0.70  -0.24  0.88
H  -3.84  2.73  -0.58
H  -1.08  -2.83  -1.72
H  -1.05  -1.46  2.14
H  -2.60  2.72  2.78
H  -3.41  -2.49  -0.92
C  -2.19  2.23  0.66
H  4.96  3.25  -0.62
N  -3.12  -0.50  -0.36
C  -2.82  -1.62  -1.23

Here are the natural (NBO) charges for atoms 1 to 6, given in e:
1. H 0.17
2. O -0.93
3. C -0.25
4. C -0.20
5. C -0.27
6. C -0.37

=====

Entry 4:
ORCA calculation (ωB97M-V/def2-TZVPD) on C42H65BFeN5P2S2 as an isolated structure.

Computed properties:
- 2S+1 = 5
- calculated total energy (eV) = -127365.660
- total charge = +1
- highest occupied orbital energy (alpha / beta) (eV) = -8.7 / -8.8
- frontier orbital gap (alpha / beta) (Ha) = 0.2338 / 0.2145

Atoms and positions in Å:
C  -0.02  -2.10  -4.16
H  0.42  -5.03  -4.47
C  2.37  1.41  3.30
C  0.19  4.64  -0.97
N  2.24  -1.56  -1.42
C  0.47  0.32  2.20
C  -0.97  0.02  2.15
H  -2.61  -4.52  -1.10
H  1.68  -3.94  -3.94
C  -3.57  -1.08  4.48
H  -0.62  -4.54  1.93
N  2.39  0.79  -1.50
H  0.99  -1.69  -4.06
H  -2.84  -1.49  -2.48
H  -1.69  -3.86  -4.76
C  2.58  2.74  3.98
H  0.87  4.58  -0.16
C  -0.32  -3.38  -3.30
C  0.77  -4.43  -3.63
C  0.16  3.85  -4.32
C  -0.92  3.05  0.47
C  4.22  -2.02  -3.00
H  0.05  2.87  1.00
H  -0.51  4.48  -3.70
C  5.26  -1.39  -3.66
H  0.95  -5.05  -2.72
C  3.32  -1.22  -2.24
C  -0.12  2.39  -4.11
H  -1.64  1.05  5.37
C  -5.57  -1.93  5.72
H  1.34  5.84  3.83
C  5.31  0.02  -3.75
C  -0.68  -4.09  -0.17
H  4.67  1.95  -2.99
H  -3.36  -0.74  2.33
N  -1.70  0.20  3.31
H  -1.56  2.17  0.71
C  -4.99  -1.16  4.74
C  1.72  -2.87  -1.29
C  0.28  0.97  4.53
H  0.96  0.52  -4.63
H  1.17  4.15  -4.09
H  3.33  6.17  5.51
H  -2.23  4.20  -2.46
H  -2.52  4.57  -0.78
H  0.10  4.07  -5.36
C  3.52  2.91  5.00
H  2.79  1.42  2.30
H  -3.28  -0.46  -1.39
H  -2.80  0.08  -2.93
C  2.95  5.20  5.18
H  -3.87  0.71  3.23
C  -3.38  -2.67  6.31
H  -2.52  -3.22  -3.30
P  -0.19  -2.80  -1.51
C  3.66  4.11  5.66
C  -2.79  -1.90  5.31
H  -2.89  2.94  -1.39
C  -1.21  1.21  4.36
C  3.41  0.23  -2.33
C  -1.48  1.91  -4.64
Fe  -0.52  -0.44  -1.24
N  -2.60  -0.57  -2.15
H  0.76  1.62  5.29
C  -0.32  -3.74  1.23
C  1.83  3.81  3.53
H  6.07  0.56  -4.31
C  1.01  1.59  -4.75
S  1.58  -0.33  1.07
C  2.00  5.04  4.15
S  -1.70  -0.52  0.73
H  -1.38  1.79  -5.71
H  0.48  -0.01  4.98
H  -2.76  -3.31  6.94
H  -1.28  3.98  0.95
H  0.79  -3.66  1.36
H  4.37  4.19  6.52
H  -2.26  2.62  -4.40
C  -0.27  -5.53  -0.43
H  -0.04  -2.42  -5.22
C  -2.17  3.78  -1.46
H  -2.58  -4.83  0.72
H  -1.87  -4.90  -3.33
H  2.27  -3.57  -1.95
C  -4.71  -2.62  6.60
H  1.96  2.75  -0.88
H  -0.64  -1.22  -3.94
H  2.98  0.68  3.90
H  -5.17  -3.21  7.43
C  -1.70  -3.87  -3.66
P  0.03  1.91  -2.02
N  0.99  0.97  3.24
H  -1.46  2.17  4.01
H  1.86  -3.25  -0.31
H  0.79  -5.72  -0.72
H  -1.70  0.94  -4.23
C  -0.74  3.39  -0.99
H  -6.64  -1.77  5.96
C  1.90  2.13  -1.77
H  -2.72  -3.19  0.12
H  -0.74  -2.75  1.55
H  -1.70  -1.93  5.17
H  1.07  3.74  2.79
H  -0.44  5.53  -0.72
H  6.00  -2.00  -4.16
H  -0.95  -6.04  -1.16
H  1.96  1.96  -4.42
H  0.96  1.87  -5.83
H  2.43  2.56  -2.61
C  -3.16  -0.18  3.30
H  0.81  4.84  -1.90
H  4.19  2.09  5.19
C  4.47  0.84  -3.04
H  4.07  -3.12  -3.05
H  -5.59  -0.69  4.01
H  -0.42  -6.06  0.47
B  1.56  -0.35  -0.92
C  -2.23  -4.17  -0.10

Here are the Löwdin charges for atoms 1 to 6, given in e:
1. C -0.10
2. H 0.09
3. C -0.15
4. C -0.09
5. N -0.07
6. C -0.58

=====

Entry 5:
ORCA calculation (ωB97M-V/def2-TZVPD) on C13H29Cl2NPRhSe4 as an isolated structure.

Computed properties:
- calculated total energy (eV) = -314168.728
- total charge = 0
- highest occupied orbital energy (alpha / beta) (eV) = -7.2 / -7.3
- ΔE to the lowest compared entry with this formula, charge and spin (eV) = 0.413
- frontier orbital gap (alpha / beta) (Ha) = 0.2095 / 0.2245

Atoms and positions in Å:
H  -0.40  -0.01  -1.96
Cl  -2.97  -0.37  0.96
Rh  0.14  0.47  0.98
C  -4.52  0.47  0.81
C  0.06  2.54  -4.26
C  2.19  4.63  -2.47
Cl  -5.62  -0.36  -0.29
C  -1.33  3.91  -1.49
C  -1.23  5.11  -2.44
Se  3.54  -0.31  1.57
H  -4.97  0.52  1.79
H  -2.20  5.61  -2.45
C  1.47  4.91  -0.10
H  -0.34  -0.11  -3.72
Se  1.78  -0.96  0.12
H  -2.49  2.73  -2.94
H  2.42  5.39  0.15
P  0.22  2.82  -1.42
H  -2.59  2.14  -1.27
C  1.79  1.21  -3.08
H  -4.33  1.47  0.42
H  3.03  5.28  -2.20
H  0.68  3.43  -4.38
C  1.74  3.89  -1.21
H  -0.99  2.83  -4.35
H  2.55  3.96  -3.25
Se  0.34  -0.23  3.17
H  -1.56  3.63  0.67
H  -1.62  0.80  -2.93
H  -3.44  3.62  -1.76
H  2.52  1.97  -3.33
H  -2.69  4.78  -0.07
H  3.68  3.65  -0.32
H  1.08  4.44  0.80
H  2.09  0.69  -2.17
H  3.32  2.36  -1.46
Se  2.52  -1.02  3.55
C  -0.57  0.55  -2.87
C  2.89  3.00  -0.69
H  -1.03  5.26  0.23
H  2.56  2.36  0.13
H  -0.50  5.84  -2.10
H  1.79  0.48  -3.90
H  -1.00  4.83  -3.46
H  0.28  1.88  -5.11
H  1.41  5.27  -2.89
N  -0.01  1.91  -0.13
C  -1.65  4.42  -0.07
H  0.79  5.70  -0.42
C  -2.52  3.04  -1.90
C  0.36  1.77  -2.97

Here are the natural (NBO) charges for atoms 1 to 6, given in e:
1. H 0.23
2. Cl -0.02
3. Rh 0.48
4. C -0.39
5. C -0.62
6. C -0.61

=====

Entry 6:
ORCA calculation (ωB97M-V/def2-TZVPD) on C4H5LiO7Sr as an isolated structure.

Computed properties:
- calculated total energy (eV) = -19602.039
- total charge = 0
- highest occupied orbital energy (eV) = -6.4
- ΔE to the lowest compared entry with this formula, charge and spin (eV) = 0.000
- frontier orbital gap (Ha) = 0.0836

Atoms and positions in Å:
C  -0.82  -1.54  -0.48
H  -6.27  2.28  0.42
O  3.10  -0.69  -0.09
O  -5.25  0.28  -0.81
H  -0.84  0.10  0.95
H  -0.13  -1.88  -1.28
H  0.02  0.46  -0.58
C  -5.37  0.61  0.39
O  -4.70  0.13  1.33
C  2.15  -0.06  0.47
O  -2.06  -1.23  -0.94
Li  -3.58  -0.73  -0.14
O  -6.43  1.38  0.74
O  1.07  -0.71  0.79
C  -0.18  -0.32  0.18
H  -0.81  -2.36  0.28
Sr  4.89  1.23  -0.16
O  2.30  1.18  0.70

Here are the Löwdin charges for atoms 1 to 6, given in e:
1. C -0.45
2. H 0.10
3. O -0.17
4. O -0.08
5. H 0.13
6. H 0.10

=====

Entry 7:
ORCA calculation (ωB97M-V/def2-TZVPD) on C3H9N2 as an isolated structure.

Computed properties:
- calculated total energy (eV) = -6226.932
- total charge = +1
- highest occupied orbital energy (eV) = -16.3
- ΔE to the lowest compared entry with this formula, charge and spin (eV) = 4.116
- frontier orbital gap (Ha) = 0.4024

Atoms and positions in Å:
C  1.84  -0.23  0.00
C  0.53  0.43  -0.44
H  0.56  1.50  -0.07
H  2.15  -1.14  -0.50
H  2.61  0.57  -0.07
H  -2.57  0.10  -1.04
H  -2.05  1.52  0.15
H  0.41  0.54  -1.47
N  -0.49  -1.33  0.62
C  -2.21  0.49  0.00
H  1.89  -0.46  1.08
H  -2.73  -0.15  0.70
N  -0.52  -0.21  0.20
H  0.56  -1.63  0.85

Here are the natural (NBO) charges for atoms 1 to 6, given in e:
1. C -0.67
2. C -0.30
3. H 0.25
4. H 0.25
5. H 0.27
6. H 0.25

=====

Entry 8:
ORCA calculation (ωB97M-V/def2-TZVPD) on C47H48Br2FN3O5PbSi as an isolated structure.

Computed properties:
- calculated total energy (eV) = -220156.204
- total charge = -2
- highest occupied orbital energy (eV) = -1.9
- ΔE to the lowest compared entry with this formula, charge and spin (eV) = 1.246
- frontier orbital gap (Ha) = 0.2163

Atoms and positions in Å:
H  5.82  1.38  2.12
H  -2.44  -7.79  0.20
H  -5.65  5.72  2.06
H  3.00  -1.66  -6.20
O  1.03  -5.57  -2.02
H  0.45  5.16  -0.76
C  -1.89  -5.84  0.88
H  5.96  0.26  -1.63
Br  -2.11  1.97  2.48
H  3.55  0.65  -1.52
C  2.22  1.89  0.92
C  -0.92  2.99  -3.02
C  -1.74  -5.01  1.96
H  -5.02  6.91  -1.41
H  5.46  -3.80  -0.66
H  -1.91  -4.77  4.07
C  0.46  4.43  -1.55
C  -2.03  4.07  -1.10
C  -2.32  -7.15  1.06
H  -0.43  5.62  -3.79
H  -0.62  2.13  -2.38
H  -7.20  5.75  1.26
C  5.83  -1.78  -1.18
C  5.19  4.03  1.63
H  -6.49  3.61  -1.01
C  5.06  -2.85  -0.82
C  -2.61  -7.58  2.31
C  3.93  0.52  1.98
H  2.82  3.91  0.55
C  5.30  -0.54  -1.42
H  1.13  4.81  -2.33
H  -1.37  6.25  -2.39
C  1.66  -3.66  -3.19
C  3.10  2.96  0.92
H  -1.31  -2.21  3.99
C  1.07  -4.46  1.35
H  -3.29  -2.81  0.49
C  1.68  -1.18  2.63
O  5.09  5.05  0.99
C  2.60  -4.24  -3.98
Pb  0.83  -1.11  -0.59
C  -5.36  6.81  -0.37
Si  -1.21  -3.26  1.68
H  1.41  -2.85  4.85
H  3.88  -4.15  -5.65
H  -2.09  -3.14  -0.69
H  6.12  3.11  3.16
H  -6.21  4.80  -2.21
C  1.45  -3.27  3.85
H  -6.51  4.19  1.54
C  -3.25  4.69  -1.13
O  6.11  3.94  2.64
O  -0.76  2.29  -0.10
H  -1.53  -5.53  -0.09
C  -1.73  3.10  -0.05
H  -2.04  -1.56  -0.09
C  -2.23  -2.60  0.17
C  -6.23  5.21  1.27
H  4.29  -0.48  2.22
C  1.85  -1.76  -4.47
C  -2.46  -6.75  3.42
H  0.86  3.48  -1.23
F  7.17  -1.94  -1.25
H  -0.08  3.10  -3.77
C  0.93  -4.35  -2.02
H  1.96  -5.23  4.54
H  -7.47  5.07  -0.98
C  -1.26  5.45  -3.09
N  1.62  -0.29  1.56
C  -6.46  4.67  -1.16
N  1.35  -2.37  -3.41
H  1.16  1.98  0.62
Br  1.42  0.07  -4.59
H  -2.82  -8.63  2.49
H  3.09  -3.47  -0.31
C  -4.20  4.59  -0.06
C  -1.76  -2.09  3.00
H  -1.32  -1.13  2.65
H  -3.48  5.43  -1.90
C  3.68  -2.64  -0.63
C  -2.11  -5.42  3.23
N  0.61  -3.10  1.56
H  0.95  -4.85  0.32
H  -6.30  7.32  -0.26
H  2.07  -0.79  3.59
O  0.32  -3.62  -1.23
C  -5.51  5.32  -0.11
C  1.67  -5.17  2.34
C  4.34  2.85  1.52
C  1.29  -2.44  2.64
C  4.73  1.60  1.94
H  -2.17  5.32  -3.66
C  -3.86  3.76  1.02
H  -4.47  3.70  1.90
C  -0.99  4.24  -2.19
C  -2.68  3.03  0.97
H  -1.83  2.62  -3.52
C  3.94  -0.36  -1.35
C  2.57  0.69  1.56
H  -4.59  7.25  0.29
H  2.88  -5.27  -3.78
C  2.74  -2.32  -5.37
H  2.19  -6.11  2.11
C  3.12  -1.39  -0.97
C  3.15  -3.61  -5.08
H  -2.67  -7.15  4.41
C  1.65  -4.61  3.70
H  -2.84  -2.04  3.10

Here are the Löwdin charges for atoms 1 to 6, given in e:
1. H 0.13
2. H 0.10
3. H 0.09
4. H 0.09
5. O 0.02
6. H 0.08

=====

Entry 9:
ORCA calculation (ωB97M-V/def2-TZVPD) on an isolated molecule of C18H24N4O4S.

Computed properties:
- SMILES = CCc1nnc(NC(=O)CCC(=O)NCCc2ccc(OC)c(OC)c2)s1
- calculated total energy (eV) = -44041.392
- total charge = 0
- highest occupied orbital energy (eV) = -8.3
- ΔE to the lowest compared entry with this formula, charge and spin (eV) = 2.693
- frontier orbital gap (Ha) = 0.3206

Atoms and positions in Å:
C  1.47  -0.58  -0.55
O  2.53  -0.24  1.54
C  -2.27  -0.18  -0.25
N  -0.65  0.36  1.51
H  1.50  -4.40  -0.03
C  -1.14  -4.26  -1.66
C  -3.25  -1.27  -0.72
H  -1.70  -3.09  0.01
O  1.39  0.76  -0.82
N  -1.92  -3.26  -0.97
O  -2.72  -2.27  -2.84
N  0.42  2.35  1.96
H  -0.14  -3.09  -3.16
C  2.06  -2.50  0.76
C  0.86  -2.80  -1.31
H  1.89  5.82  0.49
H  -1.76  -4.69  -2.45
H  2.38  2.48  -1.13
C  -0.11  3.94  0.54
N  0.58  3.61  1.56
C  0.89  6.22  0.57
C  -0.40  1.67  1.22
H  -3.67  -1.77  0.15
H  -0.89  -5.04  -0.94
O  -1.37  -1.73  1.36
H  4.01  -1.35  2.50
H  2.58  1.83  0.52
H  -2.85  0.70  0.06
H  2.52  -2.95  1.63
C  2.05  -1.12  0.61
S  -1.09  2.61  -0.09
H  -0.07  0.03  2.27
H  -1.63  0.12  -1.08
C  1.48  -3.33  -0.18
C  2.52  1.57  -0.54
H  0.42  -0.98  -2.35
C  -2.59  -2.30  -1.63
H  0.85  7.20  0.09
H  3.44  1.08  -0.85
H  -4.05  -0.80  -1.29
H  -1.12  5.69  -0.04
H  0.78  -4.50  -2.61
H  3.39  0.12  3.30
C  0.88  -1.43  -1.48
C  -1.41  -0.60  0.91
C  -0.11  5.28  -0.10
H  0.12  5.16  -1.16
H  0.65  6.33  1.62
C  3.11  -0.76  2.72
C  0.14  -3.68  -2.29
H  2.40  -1.36  3.29

Here are the natural (NBO) charges for atoms 1 to 6, given in e:
1. C 0.32
2. O -0.51
3. C -0.52
4. N -0.63
5. H 0.20
6. C -0.21